This record from OMol25 describes 2 unconnected molecules or ions with the total composition C17H9F6N2O5S3 in a non-equilibrium geometry. The level of theory is wB97M-V/def2-TZVPD.

- Energy above the lowest of the compared OMol25 structures with the same formula, charge and spin: 0.0 kcal/mol
- Kohn-Sham gap: 5.0 eV
- Charge: -1
- Spin multiplicity: 1
- HOMO energy: -0.1264 hartree

XYZ file:
```
42
Properties=species:S:1:pos:R:3:forces:R:3:mulliken_charge:R:1
F 3.628733 0.623484 -2.172785 0.403 -0.847 0.036 -0.21
C 2.633592 -0.268714 -2.149079 -0.816 1.033 -0.162 0.66
F 2.628519 -1.046258 -3.235234 0.745 0.189 0.674 -0.19
F 2.639343 -0.997776 -1.029680 0.715 0.104 -0.629 -0.17
S 1.051447 0.676724 -2.150540 -7.783 -0.499 0.179 0.85
C -0.082657 -0.714878 -2.253861 2.774 0.322 -0.063 -0.67
C -1.425719 -0.478004 -2.233709 -0.584 0.533 0.012 1.33
C -2.368835 -1.547436 -2.246499 0.110 0.183 0.043 -0.99
C -3.706021 -1.297036 -2.208339 -0.089 0.089 0.022 -0.61
C -4.193272 0.015880 -2.169074 0.866 -0.204 0.002 0.36
C -5.553710 0.254097 -2.149109 -2.847 0.428 0.018 0.21
N -6.704456 0.446011 -2.141102 1.119 -0.170 0.010 -0.67
C -3.286219 1.083701 -2.164438 0.080 -0.118 0.033 -0.93
C -1.947467 0.851659 -2.193419 -0.056 0.053 -0.033 -0.63
O 0.706532 1.247678 -0.795562 2.659 0.011 -2.240 -0.56
O 0.697910 1.511918 -3.353207 2.866 -0.743 2.302 -0.63
H 0.327860 -1.703021 -2.321392 0.226 -0.226 -0.019 0.37
H -2.009845 -2.561075 -2.277036 0.120 -0.266 -0.006 0.35
H -4.415722 -2.108557 -2.198139 -0.105 -0.179 -0.042 0.42
H -3.662587 2.093690 -2.134222 -0.068 0.171 -0.018 0.41
H -1.249073 1.673088 -2.215050 -0.295 0.071 0.062 0.32
F 2.130693 -3.076503 9.784749 0.030 -0.332 -0.527 -0.22
C 1.738674 -2.770645 8.539626 -0.433 1.136 -0.041 0.76
F 2.764585 -2.840467 7.681100 -0.310 -0.927 0.416 -0.21
F 0.729378 -3.559350 8.149434 0.939 -0.514 0.134 -0.21
S 1.133156 -1.065798 8.559324 -0.426 0.222 0.888 -0.13
N 0.756540 -1.014404 6.940959 -1.136 -0.908 0.987 -0.10
C 1.674815 -0.531307 6.061839 2.664 1.376 -2.108 0.70
O 2.789576 -0.129345 6.342818 -1.067 -0.506 0.396 -0.62
C 1.150424 -0.523218 4.683420 -0.179 -0.070 0.007 0.19
C -0.151458 -0.953799 4.587641 0.603 0.095 1.109 0.29
C -0.794358 -1.002182 3.375410 -0.836 -0.319 0.190 -0.81
C -0.109172 -0.603263 2.242996 -0.180 0.022 -0.083 -0.46
C 1.202265 -0.169554 2.330429 0.338 0.132 -0.125 -0.29
C 1.843128 -0.126657 3.550787 0.242 0.063 0.350 -0.80
S -0.763191 -1.389206 6.231807 -3.847 0.338 -3.271 1.09
O -1.196830 -2.809734 6.060667 1.362 3.068 1.831 -0.56
O -1.749298 -0.334623 6.623995 2.351 -2.806 0.120 -0.59
H -1.816735 -1.340519 3.325032 -0.149 -0.030 -0.126 0.46
H -0.602047 -0.606423 1.283748 -0.064 -0.030 -0.167 0.57
H 1.719724 0.149128 1.438070 -0.062 0.042 -0.121 0.45
H 2.859146 0.220093 3.655162 0.122 0.015 -0.038 0.49
```
Positions in Å, forces in eV/Å.

---

This record from OMol25 describes a molecular structure, C4H5IN2 in a non-equilibrium geometry. The level of theory is wB97M-V/def2-TZVPD.

- Energy above the lowest of the compared OMol25 structures with the same formula, charge and spin: 57.4 kcal/mol
- Kohn-Sham gap: 9.5 eV
- Charge: 0
- Spin multiplicity: 1
- HOMO energy: -0.3435 hartree

XYZ file:
```
12
Properties=species:S:1:pos:R:3:forces:R:3:mulliken_charge:R:1
C -0.699678 -1.581293 -0.428775 1.168 0.207 -0.105 0.22
C 0.034149 0.351526 1.493210 -2.069 0.090 -2.862 0.08
C 0.390472 0.507990 -1.303885 0.156 0.362 -0.395 -1.13
C -0.567687 -0.136749 -0.364179 -1.055 1.078 3.503 0.06
N -0.574556 -2.720035 -0.561480 -0.403 0.274 0.186 -0.42
N 1.173870 -0.072934 1.611776 -0.874 -0.576 -1.521 -0.40
I -2.555682 0.686649 -0.472980 0.012 -0.015 -0.051 0.12
H -0.721223 1.009729 2.102780 1.270 -1.445 -1.023 0.27
H 1.346114 0.504022 -0.779644 0.316 -0.152 -0.401 0.33
H 0.429574 -0.044872 -2.251781 0.201 0.215 0.237 0.31
H 0.113469 1.558881 -1.508305 0.105 -0.580 0.158 0.34
H 1.631176 -0.062917 2.463259 1.172 0.540 2.273 0.23
```
Positions in Å, forces in eV/Å.

---

This record from OMol25 describes a molecular structure, C23H24N6PdS. The level of theory is wB97M-V/def2-TZVPD.

- Energy above the lowest of the compared OMol25 structures with the same formula, charge and spin: 1.6 kcal/mol
- Kohn-Sham gap: 5.8 eV
- Charge: 0
- Spin multiplicity: 1
- HOMO energy: -0.1909 hartree

XYZ file:
```
55
Properties=species:S:1:pos:R:3:forces:R:3:mulliken_charge:R:1
Pd -0.925437 1.323875 0.378713 0.165 0.456 0.079 -0.13
C -2.604416 4.263816 3.373927 0.020 0.004 0.016 -0.64
C -3.291956 5.137098 2.541711 0.009 -0.007 0.011 -0.37
C -3.599739 4.724821 1.258894 -0.011 -0.008 -0.050 -0.77
C -3.211621 3.451226 0.851669 0.069 0.016 0.132 0.78
N -2.544855 2.610192 1.647581 -0.082 -0.035 0.209 -0.34
C -2.251468 3.019595 2.882707 -0.025 0.049 -0.023 -0.14
C -3.480091 2.936982 -0.504186 -0.091 -0.036 -0.201 0.60
C -4.663066 3.222327 -1.181396 0.025 0.021 0.028 -0.75
C -4.874685 2.666065 -2.428621 -0.011 -0.002 -0.013 -0.33
C -3.899769 1.835658 -2.962253 0.028 0.005 0.002 -0.68
C -2.750563 1.607868 -2.226108 0.015 0.017 -0.074 -0.16
N -2.531277 2.151039 -1.027350 0.107 -0.276 0.148 -0.15
H -2.342252 4.540989 4.385960 -0.003 0.005 -0.001 0.36
H -3.570891 6.124692 2.884915 -0.002 0.003 -0.004 0.41
H -4.107883 5.384901 0.568355 -0.002 0.002 0.003 0.37
H -1.703081 2.313305 3.494721 -0.010 -0.010 0.001 0.37
H -5.415010 3.845062 -0.715604 0.001 0.001 0.000 0.37
H -5.790962 2.862757 -2.969864 -0.002 0.002 0.002 0.42
H -4.021793 1.372485 -3.931533 -0.001 -0.004 0.000 0.38
H -1.960280 0.968022 -2.599358 -0.005 -0.012 0.013 0.29
N -1.636640 -1.712453 0.903468 -0.056 0.195 -0.048 -0.25
C -0.912606 -2.062650 -0.175017 -0.046 -0.100 0.135 0.51
N -0.453507 -1.205252 -1.023440 -0.010 0.097 -0.168 0.04
C 0.250596 -1.834973 -2.029548 0.070 -0.161 0.018 -1.14
C 0.903111 -1.190395 -3.078511 -0.032 0.002 0.029 -0.18
C 1.603741 -1.947499 -4.002089 -0.004 0.012 0.005 -0.67
C 1.666702 -3.336668 -3.896000 0.032 -0.035 -0.040 -0.45
C 1.029273 -3.996016 -2.856296 -0.017 0.024 0.021 -0.61
C 0.329602 -3.235758 -1.932726 -0.023 0.024 0.022 1.20
S -0.542195 -3.758202 -0.511603 0.037 0.012 -0.022 -0.33
H -1.677689 -0.698660 1.084420 -0.008 -0.045 -0.008 0.07
H -1.891009 -2.369604 1.615820 0.062 -0.048 -0.019 0.22
H 0.855783 -0.110676 -3.141406 0.006 0.000 -0.008 0.46
H 2.113552 -1.453863 -4.819374 -0.001 0.004 0.000 0.39
H 2.219339 -3.908047 -4.630111 0.000 0.003 -0.001 0.39
H 1.079462 -5.073585 -2.769656 0.003 -0.003 -0.004 0.41
N 0.983004 0.996810 1.308956 -0.245 -0.179 -0.210 -0.54
C 1.688467 0.092025 1.471303 0.000 0.074 0.093 0.38
N 2.482170 -0.948637 1.623623 0.046 -0.115 -0.130 0.18
C 2.777610 -1.795910 0.458489 0.068 0.019 0.026 -0.24
C 4.277570 -1.839766 0.199927 -0.021 0.007 0.009 -0.73
C 5.069363 -2.207613 1.476415 -0.002 -0.011 -0.002 -0.56
C 4.163900 -2.334896 2.702044 -0.013 0.012 -0.024 -0.77
C 3.264254 -1.118002 2.850636 0.018 -0.011 0.118 -0.65
H 2.246457 -1.376520 -0.391814 -0.019 -0.013 -0.030 0.09
H 2.379485 -2.799943 0.629941 -0.018 0.009 -0.010 0.16
H 4.591313 -0.862392 -0.170559 0.000 0.003 0.008 0.35
H 4.470221 -2.555207 -0.600986 -0.003 0.000 -0.006 0.33
H 5.819089 -1.439003 1.676123 0.006 -0.003 0.000 0.28
H 5.615490 -3.141077 1.335080 0.000 0.003 -0.006 0.30
H 4.764647 -2.439782 3.606115 -0.013 0.005 0.013 0.39
H 3.546138 -3.233227 2.630312 0.006 -0.007 -0.005 0.30
H 3.874558 -0.226640 3.031674 -0.011 0.005 -0.024 0.38
H 2.589845 -1.238695 3.701906 -0.004 0.027 -0.011 0.40
```
Positions in Å, forces in eV/Å.

---

This record from OMol25 describes a molecular structure, C2H3NOS in a non-equilibrium geometry. The level of theory is wB97M-V/def2-TZVPD.

- Energy above the lowest of the compared OMol25 structures with the same formula, charge and spin: 100.5 kcal/mol
- Kohn-Sham gap: 8.5 eV
- Charge: 0
- Spin multiplicity: 1
- HOMO energy: -0.2989 hartree

XYZ file:
```
8
Properties=species:S:1:pos:R:3:forces:R:3:mulliken_charge:R:1
C -1.403393 -0.211252 -0.040291 3.304 0.373 -0.286 0.54
C 1.092084 -0.037491 0.320279 -0.487 1.547 -1.021 -0.69
N -0.202522 0.129972 -0.306841 -3.201 -1.574 1.696 0.31
O -0.588123 0.914450 -1.308970 0.646 1.648 -1.889 -0.62
S -2.842834 -0.642289 0.182285 -1.606 -0.553 0.456 -0.38
H 1.296354 -1.097455 0.207760 0.589 -0.002 0.560 0.30
H 1.711193 0.581764 -0.427778 -0.336 -0.846 1.787 0.25
H 0.937244 0.362303 1.373556 1.091 -0.593 -1.303 0.30
```
Positions in Å, forces in eV/Å.

---

> Which value of Kohn-Sham gap does entry 3 give?

5.8 eV